Computed, not measured: one molecule with the formula C3H7OP at a distorted geometry, with ωB97M-V/def2-TZVPD.

Summary:
HOMO (spin up / spin down)	-7.189 / -10.454	eV
maximum force	7.31	eV Å⁻¹
gap between HOMO and LUMO (spin up / spin down)	8.04 / 7.84	eV
spin multiplicity	3
E	-14555.72211	eV
ΔE to the lowest compared entry with this formula, charge and spin	1.864	eV

Structure (XYZ):
```
12
Properties=species:S:1:pos:R:3:forces:R:3:lowdin_charge:R:1
C 0.44912 0.62390 0.59847 0.157 2.935 -1.710 -0.3089
C -0.24920 0.69767 -0.89630 2.680 4.423 1.959 -0.2830
C -0.71546 -0.59916 -0.78757 -2.596 -6.765 -0.962 -0.2881
O 1.34718 -1.15481 2.59577 1.238 -0.887 0.415 -0.5165
P 0.09447 -0.42398 2.32362 -1.309 1.536 -1.321 0.8022
H 1.20196 0.03311 0.18371 2.067 -1.020 0.839 0.0199
H 0.76979 1.61793 0.89394 0.301 -0.158 0.587 0.0506
H -1.06229 1.47853 -0.93828 1.188 -0.619 -0.342 0.1140
H 0.71907 0.82326 -1.72659 -3.072 0.064 2.423 0.1919
H -1.55443 -0.81737 -1.42014 -0.410 -0.394 -0.848 0.0707
H 0.09082 -1.32246 -1.05236 -0.659 0.193 0.194 0.1088
H -1.09103 -0.95662 0.22572 0.416 0.691 -1.234 0.0385
```
Positions in Å, forces in eV/Å.

=====

Computed, not measured: a 2-piece molecular cluster, C3H7OS overall at a distorted geometry, with ωB97M-V/def2-TZVPD.

Summary:
total charge	-1
HOMO	-2.478	eV
maximum force	3.34	eV Å⁻¹
gap between HOMO and LUMO	6.51	eV
E	-16106.17298	eV
ΔE to the lowest compared entry with this formula, charge and spin	2.104	eV

Structure (XYZ):
```
12
Properties=species:S:1:pos:R:3:forces:R:3:lowdin_charge:R:1
O 0.27450 2.14513 -1.15296 -0.809 -0.676 -1.266 -0.0571
C -0.60839 1.33381 -1.39697 0.779 0.297 2.154 -0.2038
H -1.36488 1.07615 -0.67350 -0.991 0.723 0.766 0.0005
H -0.71579 0.52239 -2.09166 0.864 -0.137 -1.841 0.0267
C 1.08052 -0.46047 0.47099 0.510 0.600 1.941 -0.2160
C -0.36626 -0.68403 0.99133 0.471 -2.501 -2.164 -0.7081
S -1.49951 -1.53819 -0.26743 0.518 -0.178 0.052 0.0730
H 1.34586 -0.66517 -0.53687 -0.563 -1.284 -1.018 0.0315
H 1.79713 -0.97466 1.15717 -0.459 0.003 -0.638 0.0596
H 1.46482 0.54617 0.44927 -0.355 0.997 0.746 0.0275
H -1.07743 0.03598 1.21074 -0.140 2.513 0.729 -0.0368
H -0.33057 -1.33712 1.83989 0.174 -0.358 0.540 0.0028
```
Positions in Å, forces in eV/Å.

=====

Computed, not measured: an isolated ion of composition C3H7OS and charge -1 at a distorted geometry, with ωB97M-V/def2-TZVPD.

Summary:
total charge	-1
HOMO	-2.067	eV
maximum force	5.84	eV Å⁻¹
gap between HOMO and LUMO	5.46	eV
E	-16105.03322	eV
SMILES	[O-]CCCS
ΔE to the lowest compared entry with this formula, charge and spin	3.244	eV

Structure (XYZ):
```
12
Properties=species:S:1:pos:R:3:forces:R:3:lowdin_charge:R:1
C 0.56777 -1.90259 -0.75603 3.141 2.953 0.032 -0.5262
O 1.46411 -2.40894 0.02863 1.814 -1.402 0.485 -0.3637
C 0.46953 -0.25921 -0.15011 0.266 -1.693 -3.850 -0.3108
C -0.66119 0.56698 -0.68482 3.642 4.526 0.568 -0.4510
S -0.92222 1.84965 0.81247 -3.437 -1.137 -0.939 0.5560
H -0.33974 -2.31336 -0.47498 -3.084 -0.812 -0.714 0.0296
H 0.91880 -1.91867 -1.93462 -1.414 0.295 1.704 0.0944
H 0.45501 -0.42136 0.89794 -0.087 -0.183 0.745 0.0427
H 1.42898 0.16834 -0.49873 -0.356 -0.175 0.544 0.0841
H -1.56738 0.13388 -0.87069 -2.397 -1.209 -0.252 0.0052
H -0.36101 1.30910 -1.58299 -0.759 -1.978 1.841 0.0977
H 0.25142 2.28808 0.78124 2.671 0.815 -0.163 -0.2579
```
Positions in Å, forces in eV/Å.

=====

Computed, not measured: an isolated ion of composition C3H7OS and charge -1 at a distorted geometry, with ωB97M-V/def2-TZVPD.

Summary:
total charge	-1
HOMO	-2.284	eV
maximum force	2.66	eV Å⁻¹
gap between HOMO and LUMO	5.61	eV
E	-16106.34014	eV
SMILES	[O-]CCCS
ΔE to the lowest compared entry with this formula, charge and spin	1.937	eV

Structure (XYZ):
```
12
Properties=species:S:1:pos:R:3:forces:R:3:lowdin_charge:R:1
C 0.95409 -1.61870 0.86078 -2.547 -0.629 0.461 -0.4966
O -0.22710 -1.80207 1.58699 0.811 -0.082 -1.095 -0.4256
C 0.83247 -0.56878 -0.30915 1.026 0.365 0.345 -0.3065
C -0.23279 0.41725 0.09121 -1.211 -1.119 0.354 -0.6628
S -0.70631 1.69553 -1.08615 1.260 0.304 -0.138 0.6139
H 1.67403 -1.29004 1.62772 0.952 0.004 -0.647 0.0700
H 1.23923 -2.53173 0.26935 0.585 -0.004 0.774 0.0698
H 0.69762 -1.01471 -1.30363 -0.583 -0.117 0.264 0.0854
H 1.83413 -0.10960 -0.39535 -0.191 0.348 0.028 0.0816
H -1.16091 -0.16813 0.21068 0.341 -0.001 -0.057 0.0564
H -0.07280 0.69986 1.13279 0.237 0.720 -0.257 0.0736
H 0.58598 1.95003 -1.45258 -0.679 0.211 -0.033 -0.1591
```
Positions in Å, forces in eV/Å.

=====

Computed, not measured: an isolated ion of composition C3H7OS2 and charge -1 at a distorted geometry, with ωB97M-V/def2-TZVPD.

Summary:
total charge	-1
HOMO	-2.620	eV
maximum force	1.79	eV Å⁻¹
gap between HOMO and LUMO	5.52	eV
E	-26942.17801	eV
SMILES	[O-]CCCSS
ΔE to the lowest compared entry with this formula, charge and spin	0.631	eV

Structure (XYZ):
```
13
Properties=species:S:1:pos:R:3:forces:R:3:lowdin_charge:R:1
C 0.38297 -0.81652 0.93726 -0.144 0.834 -0.439 -0.2954
C 0.81750 -0.66762 2.43286 -1.535 -0.743 -0.533 -0.5997
O 1.74577 0.25400 2.60402 0.403 -0.185 0.288 -0.3251
C -0.09216 0.57194 0.45649 -0.447 -1.617 0.383 -0.6313
S 0.15558 0.79870 -1.27336 -0.010 0.563 -1.114 0.4064
S -1.37396 -0.23874 -2.17423 0.043 -0.082 0.042 0.2542
H -0.37745 -1.57798 0.71970 -0.145 0.016 0.335 0.0829
H 1.22115 -1.05013 0.27432 0.358 -0.179 0.405 0.0734
H -0.17692 -0.47572 2.95740 0.049 0.335 0.017 0.0739
H 0.91795 -1.75081 2.75609 0.968 0.220 0.164 0.0699
H 0.55272 1.27884 0.93526 0.559 0.641 0.408 0.0495
H -1.13115 0.76260 0.72014 -0.043 0.162 0.040 0.0675
H -2.28482 0.74502 -2.23989 -0.056 0.036 0.003 -0.2264
```
Positions in Å, forces in eV/Å.

=====

Computed, not measured: a 2-piece molecular cluster, C3H7P overall at a distorted geometry, with ωB97M-V/def2-TZVPD.

Summary:
HOMO (spin up / spin down)	-8.333 / -8.602	eV
maximum force	3.80	eV Å⁻¹
gap between HOMO and LUMO (spin up / spin down)	7.49 / 8.70	eV
E	-12507.87440	eV
ΔE to the lowest compared entry with this formula, charge and spin	4.207	eV

Structure (XYZ):
```
11
Properties=species:S:1:pos:R:3:forces:R:3:lowdin_charge:R:1
C 0.93831 0.69843 -0.14753 2.118 1.313 -0.174 -0.1848
C 1.13542 -0.75151 0.30431 1.787 -1.866 -0.278 -0.2095
C 0.21280 -0.41236 -0.75398 -1.089 1.199 3.439 -0.1336
P -2.93009 -0.03271 0.06484 0.599 -1.581 1.804 0.5453
H 0.56066 1.37026 0.68479 0.105 -0.889 -1.401 0.1110
H 1.79325 1.17037 -0.76933 -1.567 -0.612 1.077 0.1190
H 2.00995 -1.46004 0.04136 -1.098 1.621 0.100 0.1250
H 0.85674 -1.00007 1.30922 -0.624 0.146 0.368 0.0782
H 0.16972 -0.79427 -1.68385 -0.192 -0.870 -2.990 0.0384
H -2.47023 1.11560 -0.49145 0.613 1.353 -0.202 -0.3030
H -2.27656 0.09629 1.44163 -0.652 0.185 -1.743 -0.1859
```
Positions in Å, forces in eV/Å.